This record from the OMol25 dataset describes an isolated molecule of C8H10N2O2S. The level of theory is ωB97M-V/def2-TZVPD.

```
23
Properties=species:S:1:pos:R:3
C -1.979 1.360 1.657
C -1.850 0.414 0.698
C -0.808 2.025 2.132
C -0.547 0.067 0.192
C 0.529 0.986 0.567
C 1.686 1.182 -0.136
C 2.113 0.509 -1.367
C -1.391 -1.771 -1.105
N 0.352 1.863 1.606
N -0.317 -0.979 -0.556
O 1.600 -2.775 -1.315
O 1.964 -1.643 0.823
S 1.072 -2.422 -0.012
H -2.943 1.612 2.073
H -2.713 -0.122 0.334
H -0.878 2.731 2.948
H 2.330 1.962 0.252
H 2.852 -0.253 -1.105
H 2.600 1.215 -2.041
H 1.290 -0.008 -1.859
H -2.046 -1.157 -1.725
H -0.924 -2.534 -1.726
H -1.993 -2.260 -0.333
```

Properties
energy above the lowest of the compared OMol25 structures with the same formula, charge and spin = 250.99 kJ/mol
LUMO level (spin up / spin down) = -0.0529 / -0.0529 hartree
E_HOMO (spin up / spin down) = -8.8 / -8.8 eV
2S+1 = 1